Entry 1:
This record from OMol25 describes a structure of composition C30H23Cl4Cu2F24N7O22S8 in a non-equilibrium geometry. The level of theory is ωB97M-V/def2-TZVPD.

Values from the calculation:
Gap between HOMO and LUMO (spin up / spin down) (eV): 7.88 / 5.22
Spin multiplicity: 3
Expectation value of S²: 2.004

Geometry (Å):
F  14.52025  -16.30546  10.88037
H  9.23167  -11.77961  9.38145
C  15.63364  -14.36280  16.13610
C  16.63955  -20.94600  12.59189
N  14.88369  -16.95867  15.67332
C  12.44045  -9.79345  20.69815
C  14.83027  -19.22035  17.52351
N  10.11771  -15.29636  18.00331
F  11.83544  -16.52326  11.44096
H  10.02614  -22.26979  13.44294
H  10.79229  -12.42094  9.78596
N  11.63965  -14.07054  14.35842
F  15.56998  -20.07172  18.22423
O  5.76373  -17.66242  11.41944
F  11.86872  -17.68001  17.86235
S  11.02297  -12.64303  14.02693
O  7.58514  -14.59802  18.59020
Cl  14.79286  -8.21656  18.04823
H  13.97349  -7.80360  15.90667
H  11.46270  -12.72047  7.43562
H  7.73465  -21.91493  14.26755
F  16.55529  -22.25134  12.46755
O  12.41072  -18.13000  13.83358
C  8.41361  -21.07376  14.27397
F  15.52790  -13.35789  17.03121
O  16.71120  -17.30449  17.67077
C  10.72519  -20.33458  13.83648
O  9.02032  -17.39870  17.35899
F  11.65907  -10.32030  14.85879
S  9.52552  -16.73786  18.51141
H  10.94854  -20.30021  10.11574
F  10.07406  -12.54802  20.31689
C  12.98388  -10.92609  20.06340
N  14.89971  -18.62376  12.01348
H  12.68305  -9.56599  21.72722
F  11.84473  -16.80084  19.84424
C  10.42806  -12.53549  7.71677
C  9.91294  -20.07608  10.33476
C  11.58410  -8.93617  20.06341
H  6.89850  -21.45945  10.98366
O  8.76641  -16.76526  19.71805
S  12.70637  -14.56872  13.08623
H  8.18398  -17.32950  11.20600
O  12.32270  -13.07111  17.25794
Cu  14.69488  -17.57169  13.71727
F  13.31079  -11.65665  15.02610
F  10.96224  -18.72612  19.56824
C  11.09968  -9.29742  18.79969
H  10.47070  -18.04913  10.45409
N  5.98451  -18.86350  11.45710
O  13.29742  -13.40609  19.10272
F  10.14961  -15.27464  12.08386
O  11.00714  -16.99508  15.07901
O  13.12829  -19.17506  10.25968
O  13.47982  -15.69133  13.55525
H  11.19273  -8.10946  20.63896
S  8.94108  -14.20712  18.47196
C  11.18776  -17.55560  18.98774
H  15.90116  -10.04433  16.22037
Cl  9.59845  -14.09252  7.74403
F  16.85757  -14.80281  15.97279
S  14.80993  -20.20323  12.65854
C  9.73117  -21.31021  13.84451
H  13.44701  -9.39756  16.39012
C  14.74169  -17.07631  9.82497
O  13.09019  -15.36703  16.27585
H  9.27435  -22.05523  10.43210
H  8.76968  -17.80854  14.93673
F  8.33027  -13.61356  21.01295
C  8.02502  -19.79208  14.61961
F  13.78410  -16.78870  8.94333
O  9.11724  -12.99959  17.68900
H  15.22550  -9.91213  14.70815
F  11.61912  -14.55405  10.63346
C  12.32292  -11.29966  14.23038
H  10.30199  -8.70807  18.37112
C  9.64785  -18.74487  10.51045
C  11.43642  -15.28532  11.74261
O  10.15709  -12.41492  15.16377
C  10.34479  -19.03694  14.20681
S  14.44890  -15.80124  16.66895
N  11.29275  -17.91484  14.31783
O  10.47339  -12.40054  12.72604
S  14.52509  -18.86977  10.45470
N  12.72809  -12.66771  18.35209
C  8.36258  -18.37501  10.99896
C  8.89016  -21.04566  10.47780
O  16.81974  -18.65934  15.68156
F  15.94362  -16.89054  9.29727
C  15.47086  -9.28441  15.56288
S  15.93325  -17.94733  16.62312
F  17.36828  -20.46053  11.60071
O  13.37506  -13.46240  12.41580
F  10.28758  -14.58355  20.80768
Cl  16.73674  -8.01368  15.23187
O  13.89412  -21.13116  12.06578
H  9.97290  -11.94280  6.92334
Cl  11.01264  -10.19321  9.18008
H  13.70391  -11.58846  20.52045
F  14.08613  -19.84584  16.62336
C  10.26040  -11.83979  9.03351
F  12.73778  -10.75347  13.09432
C  7.36312  -19.31971  11.09401
Cu  10.98997  -14.64813  16.24842
C  12.43010  -11.32082  18.84832
C  7.60892  -20.65988  10.82790
C  11.51901  -10.50598  18.20773
C  9.02543  -18.81353  14.63393
H  7.09355  -19.46499  15.05790
O  5.16844  -19.66078  11.84608
F  15.17628  -13.84119  14.97819
O  15.40044  -19.76474  9.70829
F  14.12366  -18.48976  18.40713
F  17.21847  -20.71932  13.77265
H  10.88889  -10.91973  17.42984
O  14.56379  -15.79261  18.11438
C  14.30034  -8.72241  16.39297
H  11.74206  -20.42117  13.48013
O  14.62948  -19.81691  14.04253
C  9.42687  -13.70902  20.29907

***

Entry 2:
This record from OMol25 describes a structure of composition C30H24AuCl4NOSi. The level of theory is ωB97M-V/def2-TZVPD.

Values from the calculation:
Gap between HOMO and LUMO (eV): 6.21
Energy above the lowest of the compared OMol25 structures with the same formula, charge and spin (kcal/mol): 10.18

Geometry (Å):
C  -3.48895  -0.14704  -0.75030
H  -2.12960  0.73167  -4.26422
Si  -1.07479  0.40107  0.58711
Cl  5.72669  -1.04404  5.64581
C  -2.51210  0.49040  -3.27878
H  -5.34403  -0.57078  -1.73991
H  1.76481  -1.37916  -6.40615
H  -1.21593  -2.72255  -4.49126
C  1.84218  3.98651  0.27670
C  3.37901  -1.34666  4.33445
H  -4.48261  0.01053  -3.98516
C  -1.68169  0.58293  -2.17145
C  1.75796  -1.30775  -3.76566
C  -0.38450  -2.32413  -3.91960
H  -3.20803  -1.19372  4.85750
C  -3.55030  0.89499  4.48373
C  1.64464  -1.36813  -2.38733
C  0.10026  1.81140  0.43951
C  -3.33098  1.95803  3.61699
H  6.37559  -0.84109  2.86587
N  0.55825  -1.86910  -1.78238
H  2.51997  4.82909  0.20682
C  -2.58405  1.77071  2.46359
C  5.30975  -1.00086  2.96418
C  2.20049  2.86862  1.02094
H  3.15264  2.83786  1.53599
Cl  -1.57743  -3.03037  0.77427
H  2.91731  -1.45961  5.30537
H  0.54290  -2.65620  -6.52013
H  -3.87044  -0.40125  0.23343
C  0.72338  -1.78265  -4.56222
C  -3.83127  0.07854  -3.12151
C  2.60740  -1.40596  3.18493
C  -4.31876  -0.24269  -1.85921
H  1.62564  0.91631  1.68354
C  4.51765  -1.06487  1.83681
C  0.61793  4.02730  -0.38017
H  0.04669  -0.97226  -6.42563
C  4.73336  -1.14103  4.21587
C  -0.43689  -2.34062  -2.53977
H  -1.29072  -2.74403  -2.00245
C  -2.16382  0.27806  -0.89189
C  3.12324  -1.27339  1.87851
H  0.33718  4.90264  -0.95315
H  -1.19925  2.98389  -0.82746
Cl  5.25648  -0.90121  0.26926
O  2.42973  -1.33628  0.76972
H  -1.94788  -1.54988  2.77642
H  -2.40387  2.61532  1.80492
C  -3.03962  -0.36113  4.18490
C  -2.30535  -0.55660  3.01880
H  -4.12126  1.04832  5.39162
C  -0.24816  2.94386  -0.30760
H  2.43661  -1.01870  -1.73055
H  2.65465  -0.89469  -4.21329
H  -3.73528  2.93763  3.84339
C  1.33506  1.78784  1.10306
C  0.78092  -1.69494  -6.06286
C  -2.06041  0.51062  2.14966
Au  0.28474  -1.53188  0.57467
H  -0.65287  0.90601  -2.30073
Cl  0.88769  -1.63492  3.34250

***

Entry 3:
This record from OMol25 describes a structure of composition C30H24BaF3N6O2S2 in a non-equilibrium geometry. The level of theory is ωB97M-V/def2-TZVPD.

Values from the calculation:
Gap between HOMO and LUMO (eV): 6.15
Energy above the lowest of the compared OMol25 structures with the same formula, charge and spin (kcal/mol): 12.73
Total charge: -1

Geometry (Å):
C  -2.53037  -2.90084  -0.94848
C  -3.25870  -3.32743  -2.06741
C  -0.70640  3.64120  -0.11518
C  -4.44605  -1.25496  -2.03125
C  5.38639  0.75391  2.92604
C  -0.02762  4.36102  -1.09049
N  -0.21903  -1.28516  -2.32513
C  -4.21938  -2.49797  -2.60961
H  0.55511  6.30322  -1.78974
H  -1.38328  0.34680  -2.74534
H  2.47944  -4.48204  1.71039
C  -1.24390  5.69744  1.01447
H  0.96027  -3.56707  -4.48388
C  2.43057  1.97658  4.76483
H  0.46335  3.81511  -1.88550
N  -2.75140  -1.69410  -0.39643
H  2.37241  -3.85825  3.28736
C  -0.97721  -0.79318  -4.53208
N  1.90048  -4.30477  2.51884
C  3.38500  -0.19291  1.85856
F  0.87525  -2.18304  -7.03379
N  1.22879  0.44386  2.79874
C  -0.57523  6.41528  0.03140
F  -1.16578  -1.47586  -7.17908
H  -1.45639  1.38410  4.51526
O  0.06217  1.52935  -0.91394
C  -1.31676  4.31427  0.93582
H  -4.78448  -2.81308  -3.47861
H  -1.70894  6.21759  1.84297
C  0.02990  5.74542  -1.02418
C  -0.30913  -1.90441  -5.01129
H  -5.18587  -0.57060  -2.42285
H  -1.45759  1.19018  2.76605
C  0.41968  -2.69680  -4.13738
C  3.24032  1.31581  3.81585
H  -1.36796  -4.76484  -0.79867
C  -3.67867  -0.90599  -0.93104
F  -0.76524  -3.53769  -6.65097
H  -1.54793  -0.15174  -5.18748
N  0.21223  -4.11703  1.02405
C  0.50041  1.04712  3.70935
H  5.37186  -0.57097  1.23464
C  -0.89520  -0.52120  -3.17245
C  -0.34538  -2.26882  -6.46858
C  -0.99122  0.84259  3.69158
H  -3.04949  -4.29717  -2.50077
H  2.91031  2.58300  5.52576
C  0.43379  -2.34523  -2.79858
H  -1.84671  3.73760  1.68222
C  4.76202  -0.03960  1.95374
C  -0.76359  2.13275  -0.19357
H  6.46851  0.82184  2.93232
C  1.07846  1.84054  4.72691
C  -1.50135  -3.76204  -0.39061
C  2.59160  0.52950  2.82595
H  -3.78996  0.06549  -0.45870
H  5.10731  2.04170  4.62104
O  -1.64814  1.55407  0.50399
H  0.97943  -2.93728  -2.07173
Ba  -0.25658  -0.61051  0.62697
N  -0.77528  -3.34659  0.58858
H  -1.21706  -0.22000  3.81541
S  2.74766  -1.23608  0.61950
H  0.44081  2.32598  5.45431
C  0.69922  -3.73039  2.21561
S  -0.05421  -2.73126  3.36007
C  4.64677  1.42793  3.85581
H  -0.52201  7.49563  0.09041